Density functional theory data (ωB97M-V/def2-TZVPD) for a gas-phase ion, C5H8NO2 (charge +1) at a distorted geometry.

Last column: natural (NBO) charge in e.
CARTESIAN COORDINATES (ANGSTROEM)
C (0.02702, 1.31105, -0.91188)  0.61
C (-0.58133, -0.81550, 0.63978)  0.62
C (0.88308, 0.27686, -1.48219)  -0.48
C (0.38943, 0.21757, 0.01122)  -0.14
C (-1.77175, -1.21425, -0.09997)  -0.75
N (1.25180, 0.69793, 1.06812)  -0.70
O (-0.44657, 2.36161, -1.01182)  -0.37
O (-0.28513, -1.01479, 1.85895)  -0.54
H (0.59938, -0.61352, -2.15840)  0.29
H (1.85497, 0.50117, -1.43974)  0.24
H (-2.60566, -0.50714, 0.22384)  0.31
H (-2.19883, -2.16703, 0.32924)  0.30
H (-1.54576, -1.25382, -1.19806)  0.26
H (2.25351, 0.54044, 0.99782)  0.43
H (0.89544, 0.03493, 1.92374)  0.49
H (1.28041, 1.64450, 1.24936)  0.43

Output
Total charge: +1
Relative energy (zero: lowest compared OMol25 entry of this formula, charge and spin): 248.3 kJ/mol
Orbital gap: 0.3745 Eh
E_HOMO: -14.560 eV
Strongest force on any atom: 0.08427 hartree/bohr
LUMO: -0.1606 Eh

Density functional theory data (ωB97M-V/def2-TZVPD) for a single C5H8NO2P molecule at a distorted geometry.

Last column: natural (NBO) charge in e.
CARTESIAN COORDINATES (ANGSTROEM)
C (-0.31025, 0.86291, 0.59296)  -0.40
C (-0.64795, -0.07698, -0.39294)  -0.50
C (0.42281, 1.83612, 0.06600)  0.44
C (-0.06495, 0.55094, -1.58196)  0.53
C (0.62686, -2.07386, 1.34872)  -0.95
N (0.50890, 1.73782, -1.36930)  -0.53
O (0.92027, 2.89229, 0.69695)  -0.69
O (-0.20704, 0.15659, -2.86058)  -0.64
P (-1.02081, -2.03592, 0.49874)  0.56
H (-0.68472, 0.75325, 1.60820)  0.21
H (-1.83778, -0.13795, -0.45696)  0.28
H (0.75231, -1.09787, 1.89499)  0.25
H (1.35111, -2.18713, 0.53280)  0.24
H (0.61535, -2.77789, 2.21967)  0.24
H (0.21581, 3.46929, 1.20196)  0.50
H (0.05972, 0.88790, -3.33130)  0.49
H (-0.69964, -2.75950, -0.66795)  -0.03

Output
Relative energy (zero: lowest compared OMol25 entry of this formula, charge and spin): 286.7 kJ/mol
Orbital gap: 0.3015 Eh
E_HOMO: -8.025 eV
Strongest force on any atom: 0.10806 hartree/bohr
LUMO: 0.0066 Eh

Q: Which value of strongest force on any atom does entry 2 give?
A: 0.10806 hartree/bohr

Q: relative energy (zero: lowest compared OMol25 entry of this formula, charge and spin) of number 1 (C5H8NO2)?
A: 248.3 kJ/mol